31
Properties=species:S:1:pos:R:3 method="wB97M-V/def2-TZVPD" homo_lumo_gap_ev=10.43 e_homo_ev=-10.385 lumo_energy_ha=0.0017
Xe 11.095 -10.119 7.936
O 12.872 -12.851 8.661
H 12.946 -12.140 8.024
H 12.103 -13.347 8.378
O 9.304 -9.532 4.637
H 8.666 -10.141 5.009
H 8.804 -9.021 4.000
O 10.371 -13.570 7.579
H 10.375 -14.112 6.790
H 10.188 -14.184 8.290
O 9.545 -7.134 6.086
H 10.455 -6.998 6.351
H 9.550 -7.981 5.639
O 7.346 -7.609 7.865
H 7.071 -6.818 7.403
H 8.243 -7.761 7.569
O 14.045 -8.653 7.058
H 14.005 -9.567 6.776
H 14.377 -8.694 7.955
O 14.126 -11.518 6.308
H 13.943 -12.266 5.739
H 15.064 -11.578 6.489
O 12.048 -6.742 7.270
H 12.349 -5.926 6.870
H 12.756 -7.365 7.106
O 7.920 -12.388 8.156
H 8.774 -12.796 8.013
H 7.955 -12.068 9.058
O 10.957 -12.029 4.484
H 10.315 -12.309 3.832
H 10.515 -11.333 4.971


8
Properties=species:S:1:pos:R:3 method="wB97M-V/def2-TZVPD" homo_lumo_gap_ev=11.15 e_homo_ev=-11.336 smiles="O=P(Cl)(Cl)Cl.C#N" lumo_energy_ha=-0.0069
O -1.267 0.144 1.211
P 0.002 -0.502 1.522
Cl 1.423 0.037 0.160
Cl -0.165 -2.440 1.298
Cl 0.724 -0.114 3.354
C -0.316 1.007 -2.579
N -0.697 0.068 -2.117
H 0.297 1.800 -2.849


55
Properties=species:S:1:pos:R:3 method="wB97M-V/def2-TZVPD" homo_lumo_gap_ev=8.22 e_homo_ev=-8.915 lumo_energy_ha=-0.0254
Au 1.428 -0.135 1.050
C 1.840 -4.144 -0.098
C 1.155 -3.519 1.108
C 0.440 -4.543 1.974
O 0.218 -2.542 0.624
C 2.296 -2.893 1.946
O 2.982 -3.641 2.608
O 2.551 -1.599 1.901
H 1.119 -4.702 -0.699
H 2.619 -4.823 0.244
H 2.284 -3.369 -0.725
H -0.300 -5.086 1.382
H -0.066 -4.059 2.815
H 1.160 -5.249 2.376
H -0.516 -2.506 1.246
C -1.198 0.464 4.539
C -0.840 0.393 3.049
C -1.775 -0.553 2.310
C 0.627 0.004 2.963
H -2.239 0.772 4.659
H -0.573 1.191 5.060
H -1.065 -0.507 5.022
H -0.969 1.388 2.625
H -1.698 -1.570 2.713
H -1.560 -0.569 1.238
H -2.813 -0.236 2.428
H 0.834 -0.987 3.364
H 1.264 0.733 3.462
O 3.620 1.753 2.649
C 3.358 1.366 1.622
S 0.422 2.050 0.562
P 0.459 1.359 -1.345
S 1.772 -0.119 -1.480
C -1.201 0.806 -1.803
C -1.446 -0.512 -2.166
C -2.745 -0.912 -2.468
C -3.787 -0.004 -2.394
C -3.538 1.322 -2.050
C -2.249 1.727 -1.756
C 0.826 2.681 -2.516
C 1.427 3.863 -2.097
C 1.717 4.856 -3.023
C 1.418 4.663 -4.363
C 0.822 3.481 -4.784
C 0.525 2.489 -3.864
H -0.624 -1.215 -2.208
H -2.936 -1.937 -2.756
H -4.800 -0.326 -2.600
H -4.353 2.034 -2.006
H -2.051 2.758 -1.483
H 1.670 4.000 -1.051
H 2.175 5.779 -2.696
H 1.661 5.431 -5.086
H 0.585 3.333 -5.830
H 0.068 1.563 -4.192


11
Properties=species:S:1:pos:R:3 method="wB97M-V/def2-TZVPD" homo_lumo_gap_ev=2.95 e_homo_ev=-12.319 lumo_energy_ha=-0.3445 charge=+1
Mg 2.212 2.684 4.538
Cl 0.607 -0.320 4.620
C 0.364 -0.480 -1.639
C -0.749 0.199 -0.845
O -1.594 -0.734 -0.198
H 0.019 -0.929 -2.570
H 0.776 -1.266 -1.007
H 1.251 0.088 -1.921
H -1.337 0.780 -1.556
H -0.296 0.862 -0.108
H -1.253 -0.885 0.687


53
Properties=species:S:1:pos:R:3 method="wB97M-V/def2-TZVPD" homo_lumo_gap_ev=6.54 e_homo_ev=-4.384 lumo_energy_ha=0.0794 charge=-1
Ir -0.067 -0.198 -0.068
S -0.378 -0.135 2.219
C -1.889 -0.913 1.922
S -1.919 -1.601 0.330
C -2.951 -0.911 2.791
C -4.189 -1.553 2.458
N -5.194 -2.059 2.210
C -2.888 -0.238 4.055
N -2.860 0.309 5.069
C 2.312 2.413 -0.995
C 2.840 1.105 -0.526
C 4.154 0.718 -0.370
C 4.130 -0.621 0.108
C 2.805 -0.976 0.223
C 2.205 -2.267 0.693
N 2.012 0.073 -0.165
H 3.137 3.072 -1.276
H 1.720 2.913 -0.223
H 1.660 2.290 -1.862
H 5.025 1.326 -0.573
H 4.974 -1.252 0.344
H 2.990 -3.007 0.851
H 1.495 -2.677 -0.034
H 1.659 -2.143 1.631
N 0.052 -0.761 -2.053
C 0.287 -0.673 -3.176
N 0.580 -0.626 -4.461
C -0.409 -1.050 -5.457
C -1.100 0.172 -6.033
O -0.150 1.088 -6.553
C 0.726 1.553 -5.534
C 1.514 0.405 -4.936
H -1.123 -1.729 -4.994
H 0.126 -1.581 -6.247
H -1.701 0.661 -5.255
H -1.753 -0.112 -6.858
H 0.148 2.055 -4.749
H 1.395 2.279 -5.995
H 2.136 0.738 -4.105
H 2.151 -0.052 -5.696
C -3.181 1.242 -0.574
Si -1.366 1.664 -0.332
C -1.363 2.843 1.124
C -0.963 2.749 -1.825
H -3.748 2.171 -0.704
H -3.579 0.719 0.297
H -3.356 0.601 -1.442
H -1.977 3.715 0.874
H -0.359 3.189 1.384
H -1.781 2.365 2.011
H -1.757 3.499 -1.913
H -0.929 2.181 -2.761
H -0.016 3.270 -1.712


13
Properties=species:S:1:pos:R:3 method="wB97M-V/def2-TZVPD" multiplicity=3 homo_lumo_gap_ev="7.31 / 8.90" e_homo_ev="-10.323 / -16.483" lumo_energy_ha="-0.1107 / -0.2788" charge=+1
C -0.445 -0.377 1.584
C 0.462 -0.393 -0.451
C 0.718 -0.669 -1.711
N 0.529 0.492 1.583
N -0.535 -0.949 0.401
O 1.136 0.534 0.345
H -1.072 -0.597 2.431
H -1.004 2.298 -0.776
H 1.511 -0.157 -2.224
H -1.159 1.759 -1.314
H 0.156 -1.400 -2.258
H 0.880 1.132 2.284
H -1.177 -1.672 0.108


Short version: relative energy (zero: lowest compared OMol25 entry of this formula, charge and spin) = 53.5 32.6 0.0 568.2 41.2 157.4 kJ/mol, in the order given.